(1)
{
  "formula": "C9H14O",
  "method": "ωB97M-V/def2-TZVPD",
  "fmax_ev_per_a": 1.024,
  "homo_lumo_gap_ha": 0.342,
  "multiplicity": 1,
  "lumo_energy_ev": 0.87,
  "energy_ha": -426.56284,
  "smiles": "Cc1ccc(O)cc1.CC",
  "species": ["C", "C", "C", "C", "C", "O", "C", "C", "H", "H", "H", "H", "H", "H", "H", "H", "C", "C", "H", "H", "H", "H", "H", "H"],
  "coordinates": [[0.139, -0.033, 2.837], [-0.346, 0.550, 1.552], [0.142, 1.742, 1.052], [-0.320, 2.296, -0.128], [-1.336, 1.678, -0.818], [-1.781, 2.283, -1.962], [-1.877, 0.484, -0.352], [-1.358, -0.042, 0.813], [0.095, 0.719, 3.634], [1.160, -0.406, 2.803], [-0.445, -0.886, 3.180], [0.873, 2.304, 1.624], [0.134, 3.226, -0.452], [-2.577, 1.836, -2.266], [-2.674, -0.019, -0.872], [-1.759, -0.987, 1.161], [1.818, -1.870, -0.763], [1.184, -1.852, -2.171], [1.089, -2.089, 0.014], [2.665, -2.544, -0.786], [2.109, -0.861, -0.502], [1.641, -2.580, -2.849], [0.113, -2.080, -2.125], [1.313, -0.869, -2.624]],
  "forces_ev_per_angstrom": [[0.07, -0.06, 0.73], [-0.31, -0.01, -0.32], [0.30, 0.38, 0.26], [0.55, 0.28, 0.49], [-0.51, -0.13, -0.61], [-0.04, 0.05, -0.03], [0.57, 0.61, 0.13], [-0.25, -0.95, 0.28], [0.07, -0.11, -0.09], [0.25, 0.16, -0.23], [-0.27, 0.06, -0.17], [0.15, -0.12, -0.06], [-0.31, -0.05, -0.25], [0.02, -0.03, -0.05], [-0.17, -0.09, -0.18], [-0.08, -0.03, 0.08], [-0.52, 0.39, -0.61], [-0.26, -0.05, 0.09], [0.05, -0.63, -0.01], [0.13, -0.02, 0.58], [0.57, 0.20, 0.00], [-0.04, 0.06, 0.18], [0.19, 0.14, -0.11], [-0.15, -0.05, -0.09]]
}


(2)
{
  "formula": "C9H14O",
  "method": "ωB97M-V/def2-TZVPD",
  "fmax_ev_per_a": 1.829,
  "homo_lumo_gap_ha": 0.339,
  "multiplicity": 1,
  "lumo_energy_ev": 0.86,
  "energy_ha": -426.55508,
  "smiles": "Cc1ccc(O)cc1.CC",
  "species": ["C", "C", "C", "C", "C", "O", "C", "C", "H", "H", "H", "H", "H", "H", "H", "H", "C", "C", "H", "H", "H", "H", "H", "H"],
  "coordinates": [[-1.860, -0.809, 2.879], [-1.696, -0.762, 1.390], [-2.140, 0.344, 0.679], [-1.910, 0.483, -0.673], [-1.252, -0.577, -1.320], [-0.976, -0.500, -2.666], [-0.867, -1.743, -0.673], [-1.051, -1.790, 0.713], [-1.427, -1.711, 3.299], [-2.900, -0.645, 3.171], [-1.411, 0.052, 3.398], [-2.666, 1.165, 1.155], [-2.160, 1.325, -1.305], [-1.412, 0.253, -3.010], [-0.297, -2.517, -1.163], [-0.596, -2.602, 1.260], [3.011, 1.340, -1.663], [3.153, 1.189, -0.143], [3.134, 2.352, -2.057], [3.847, 0.806, -2.117], [2.035, 0.979, -1.967], [3.972, 0.533, 0.145], [2.244, 0.718, 0.245], [3.226, 2.118, 0.425]],
  "forces_ev_per_angstrom": [[-0.15, 0.89, 0.48], [0.16, -0.07, 0.33], [-0.34, 0.79, -0.34], [0.82, -1.53, -0.57], [-0.15, -0.15, -0.68], [0.60, -1.16, 0.71], [0.14, 0.81, 1.04], [0.14, 0.30, -0.60], [-0.27, -0.11, 0.14], [-0.17, -0.71, -0.07], [0.45, -0.21, -0.39], [0.07, -0.15, 0.36], [-0.28, 0.29, 0.42], [-0.62, 1.22, -0.70], [-0.14, 0.01, -0.29], [-0.22, -0.20, 0.15], [0.79, 0.25, 0.17], [-0.79, 0.04, 0.46], [-0.19, 0.14, 0.38], [-0.47, -0.34, -0.35], [0.11, -0.23, -0.40], [0.15, 0.11, -0.05], [0.11, -0.06, 0.04], [0.24, 0.08, -0.24]]
}


(3)
{
  "formula": "C9H14O",
  "method": "ωB97M-V/def2-TZVPD",
  "fmax_ev_per_a": 4.690,
  "homo_lumo_gap_ha": 0.338,
  "multiplicity": 1,
  "lumo_energy_ev": 0.94,
  "energy_ha": -426.49005,
  "smiles": "Cc1ccc(O)cc1.CC",
  "species": ["C", "C", "C", "C", "C", "O", "C", "C", "H", "H", "H", "H", "H", "H", "H", "H", "C", "C", "H", "H", "H", "H", "H", "H"],
  "coordinates": [[-0.778, 1.820, -2.638], [-0.042, 0.808, -1.781], [0.864, 1.348, -0.872], [1.601, 0.475, -0.056], [1.365, -0.897, -0.233], [2.374, -1.724, 0.271], [0.410, -1.447, -1.009], [-0.174, -0.576, -1.960], [-0.301, 2.800, -2.688], [-1.823, 1.984, -2.329], [-0.892, 1.423, -3.677], [1.039, 2.467, -0.788], [2.233, 1.020, 0.641], [2.115, -2.651, 0.264], [0.503, -2.590, -1.345], [-0.561, -0.880, -2.885], [-0.981, -0.045, 3.302], [-0.992, -0.905, 1.981], [-0.741, 0.976, 3.106], [-1.972, 0.222, 3.581], [-0.349, -0.428, 4.014], [0.171, -0.748, 1.561], [-1.265, -1.901, 2.291], [-1.805, -0.552, 1.250]],
  "forces_ev_per_angstrom": [[-0.78, -0.81, -1.28], [-0.12, 1.13, -0.71], [0.25, -0.22, 1.10], [-1.22, 1.31, -0.96], [3.22, -0.27, 1.62], [-0.46, 0.50, 0.66], [-0.23, -1.92, -4.27], [0.67, 1.23, 2.19], [0.13, -0.22, 0.06], [0.36, -0.10, 0.26], [0.24, 0.38, 0.55], [-0.40, -1.61, -0.15], [0.47, -1.16, 0.06], [-0.23, 0.06, -0.11], [-0.38, 2.55, 1.23], [-1.13, -0.85, -0.81], [-1.70, 0.83, -3.39], [1.93, 2.28, -0.01], [1.33, 0.77, -0.56], [-1.23, -0.96, 1.14], [1.10, -0.94, 1.91], [-3.77, -1.04, 0.94], [0.40, -0.62, -0.34], [1.57, -0.32, 0.86]]
}


(4)
{
  "formula": "C9H14O",
  "method": "ωB97M-V/def2-TZVPD",
  "fmax_ev_per_a": 5.350,
  "homo_lumo_gap_ha": 0.336,
  "multiplicity": 1,
  "lumo_energy_ev": 0.88,
  "energy_ha": -426.48098,
  "smiles": "Cc1ccc(O)cc1.CC",
  "species": ["C", "C", "C", "C", "C", "O", "C", "C", "H", "H", "H", "H", "H", "H", "H", "H", "C", "C", "H", "H", "H", "H", "H", "H"],
  "coordinates": [[1.053, 1.616, 0.023], [0.916, 0.222, 0.450], [0.484, -0.052, 1.767], [0.134, -1.278, 2.284], [0.028, -2.251, 1.174], [-0.244, -3.530, 1.586], [0.557, -2.062, -0.056], [1.084, -0.801, -0.482], [1.891, 2.111, 0.561], [0.194, 2.215, -0.064], [1.363, 1.572, -1.000], [0.713, 0.603, 2.580], [-0.117, -1.480, 3.339], [0.189, -4.035, 0.874], [0.950, -2.817, -0.715], [1.667, -0.641, -1.500], [-2.417, 3.099, -2.776], [-0.992, 3.444, -2.563], [-2.567, 3.039, -3.814], [-2.671, 2.148, -2.288], [-3.028, 3.743, -2.112], [-0.451, 4.186, -3.047], [-0.541, 2.461, -2.984], [-0.721, 3.505, -1.434]],
  "forces_ev_per_angstrom": [[2.87, 0.41, -0.21], [-0.87, -0.54, -0.40], [0.86, -0.75, 1.42], [-0.91, -0.90, -3.91], [0.67, -0.12, 4.04], [0.20, -0.48, -1.01], [2.18, 1.93, -2.02], [-0.29, 0.10, 0.45], [-0.79, 0.15, -0.12], [-1.34, 0.61, 0.76], [0.54, 0.14, -0.86], [-0.23, 1.47, -0.12], [0.23, -0.04, -0.94], [-0.60, -0.54, 0.63], [-0.86, -1.11, 0.08], [-1.62, -0.39, 2.26], [-1.01, 0.75, 2.70], [2.00, -4.33, 2.43], [-1.19, 0.24, -1.18], [0.52, -0.19, -0.53], [-0.38, 0.38, -1.39], [0.07, 1.83, -1.12], [0.35, 1.51, 0.98], [-0.42, -0.13, -1.94]]
}


(5)
{
  "formula": "C9H14O",
  "method": "ωB97M-V/def2-TZVPD",
  "fmax_ev_per_a": 4.810,
  "homo_lumo_gap_ha": 0.362,
  "multiplicity": 1,
  "lumo_energy_ev": 0.77,
  "energy_ha": -426.49829,
  "smiles": "Cc1ccccc1.CCO",
  "species": ["C", "C", "C", "C", "C", "C", "C", "H", "H", "H", "H", "H", "H", "H", "H", "C", "C", "O", "H", "H", "H", "H", "H", "H"],
  "coordinates": [[0.972, 0.556, -2.325], [1.196, 0.565, -0.852], [1.745, -0.446, -0.126], [1.892, -0.394, 1.251], [1.366, 0.788, 1.924], [0.703, 1.784, 1.210], [0.495, 1.626, -0.184], [1.420, 1.376, -2.882], [-0.117, 0.431, -2.719], [1.613, -0.284, -2.686], [2.161, -1.391, -0.607], [2.182, -1.277, 1.900], [1.421, 0.780, 2.994], [0.071, 2.528, 1.754], [-0.201, 2.381, -0.603], [-1.536, -1.633, -0.377], [-1.874, -0.848, 0.819], [-3.113, -0.050, 0.907], [-0.534, -2.091, -0.347], [-1.389, -0.913, -1.335], [-2.368, -2.481, -0.607], [-1.912, -1.491, 1.719], [-1.021, -0.001, 1.067], [-3.173, 0.484, 0.105]],
  "forces_ev_per_angstrom": [[0.24, -1.93, -1.87], [-3.41, 3.04, -0.34], [2.04, -2.58, 0.24], [-1.55, 1.62, 1.94], [0.94, -1.98, -1.20], [-1.29, -0.50, -0.31], [1.39, 0.02, 1.82], [-0.20, 0.54, 0.42], [1.86, 0.11, 1.00], [-0.91, 0.14, -0.22], [-0.70, 1.46, 0.20], [-0.01, 1.25, -1.15], [-0.03, 0.32, 0.39], [0.98, -0.47, -0.45], [0.82, -0.83, -0.49], [-1.32, -0.44, -3.87], [1.49, 3.40, 3.06], [0.72, -1.27, -0.88], [-0.51, -0.04, 0.55], [-0.82, -1.62, 1.97], [1.99, 2.03, 0.35], [-0.07, 0.29, -0.46], [-1.73, -2.51, -0.78], [0.05, -0.07, 0.08]]
}


(6)
{
  "formula": "C9H14O",
  "method": "ωB97M-V/def2-TZVPD",
  "fmax_ev_per_a": 1.175,
  "homo_lumo_gap_ha": 0.344,
  "multiplicity": 1,
  "lumo_energy_ev": 0.89,
  "energy_ha": -426.56197,
  "smiles": "Cc1ccc(O)cc1.CC",
  "species": ["C", "C", "C", "C", "C", "O", "C", "C", "H", "H", "H", "H", "H", "H", "H", "H", "C", "C", "H", "H", "H", "H", "H", "H"],
  "coordinates": [[-0.459, 1.896, -2.477], [0.535, 1.197, -1.579], [0.693, 1.626, -0.259], [1.448, 0.894, 0.643], [2.010, -0.312, 0.240], [2.489, -1.211, 1.153], [2.002, -0.679, -1.091], [1.227, 0.069, -1.974], [-0.881, 2.761, -1.987], [-1.227, 1.183, -2.782], [-0.019, 2.226, -3.433], [0.231, 2.544, 0.073], [1.569, 1.209, 1.674], [2.860, -0.753, 1.913], [2.571, -1.535, -1.423], [1.175, -0.283, -2.997], [-1.303, -1.315, 2.059], [-2.734, -1.353, 1.529], [-0.779, -0.422, 1.723], [-1.298, -1.521, 3.127], [-0.739, -2.153, 1.636], [-3.211, -2.305, 1.742], [-2.790, -1.144, 0.466], [-3.370, -0.619, 2.026]],
  "forces_ev_per_angstrom": [[0.66, -0.38, -0.79], [-0.47, 0.42, 0.42], [0.37, -0.06, -0.17], [-0.09, -0.14, -0.05], [-0.06, 0.00, 0.31], [0.64, -0.07, -0.06], [-0.37, 0.31, -0.10], [0.45, -0.47, -0.27], [-0.28, 0.11, 0.08], [-0.26, 0.17, 0.24], [0.08, 0.01, 0.38], [-0.14, 0.08, 0.00], [-0.17, 0.02, -0.02], [-0.11, 0.04, 0.08], [-0.16, -0.17, 0.05], [-0.10, 0.13, -0.10], [-0.17, -0.96, -0.65], [-0.21, 0.31, 0.43], [0.00, 0.17, 0.54], [0.18, 0.61, 0.16], [0.00, 0.08, -0.12], [0.04, -0.27, -0.17], [0.05, -0.12, -0.20], [0.11, 0.18, -0.01]]
}


(7)
{
  "formula": "C9H14O",
  "method": "ωB97M-V/def2-TZVPD",
  "fmax_ev_per_a": 2.895,
  "homo_lumo_gap_ha": 0.375,
  "multiplicity": 1,
  "lumo_energy_ev": 0.79,
  "energy_ha": -426.43435,
  "smiles": "C#CCC(C)=O.C=C(C)C",
  "species": ["C", "C", "C", "C", "C", "O", "H", "H", "H", "H", "H", "H", "C", "C", "C", "C", "H", "H", "H", "H", "H", "H", "H", "H"],
  "coordinates": [[-0.706, -0.598, -0.654], [-1.876, -0.579, -0.766], [-3.199, -0.051, -0.965], [-3.797, 0.305, 0.439], [-4.216, -0.962, 1.175], [-3.903, 1.407, 0.878], [0.305, -0.713, -0.817], [-3.689, -0.800, -1.593], [-2.925, 0.958, -1.510], [-5.212, -1.333, 0.706], [-3.435, -1.763, 1.258], [-4.465, -0.645, 2.126], [3.336, -1.002, 0.522], [3.107, 0.225, 0.051], [3.378, 0.629, -1.378], [2.588, 1.321, 0.892], [3.202, -1.248, 1.583], [3.598, -1.885, -0.117], [4.140, 1.407, -1.359], [2.494, 0.886, -1.907], [3.890, -0.184, -1.952], [3.309, 2.081, 0.891], [2.454, 0.883, 1.919], [1.623, 1.660, 0.578]],
  "forces_ev_per_angstrom": [[1.69, -0.63, -0.07], [-1.59, 0.74, 0.24], [0.70, 2.53, -0.57], [0.01, -2.35, -1.28], [-0.86, -0.72, -1.56], [0.07, 0.48, -0.07], [1.60, -0.20, 0.26], [-0.85, 0.58, 0.23], [-1.27, -1.91, 0.68], [1.85, 0.32, 0.52], [-0.77, 0.75, -0.54], [-0.53, 0.41, 2.19], [-0.09, -0.94, -0.24], [0.07, -0.97, -0.89], [1.74, -1.73, 0.12], [-0.41, -2.10, 1.95], [-0.10, 0.23, -0.42], [0.03, 1.15, 0.48], [-0.37, 0.53, -0.17], [-0.73, 0.68, -0.45], [-0.59, 0.35, 0.48], [0.76, 1.54, 0.23], [0.15, 0.84, -0.71], [-0.52, 0.43, -0.43]]
}


(8)
{
  "formula": "C9H14O",
  "method": "ωB97M-V/def2-TZVPD",
  "fmax_ev_per_a": 2.477,
  "homo_lumo_gap_ha": 0.342,
  "multiplicity": 1,
  "lumo_energy_ev": 0.85,
  "energy_ha": -426.54119,
  "smiles": "Cc1ccc(O)cc1.CC",
  "species": ["C", "C", "C", "C", "C", "O", "C", "C", "H", "H", "H", "H", "H", "H", "H", "H", "C", "C", "H", "H", "H", "H", "H", "H"],
  "coordinates": [[-1.374, 2.110, 1.015], [-0.183, 1.209, 1.245], [-0.142, 0.560, 2.498], [0.847, -0.371, 2.737], [1.820, -0.634, 1.776], [2.862, -1.440, 2.165], [1.740, -0.067, 0.526], [0.578, 0.688, 0.232], [-1.820, 2.402, 1.949], [-1.199, 3.094, 0.567], [-2.141, 1.604, 0.446], [-0.958, 0.666, 3.198], [0.886, -0.929, 3.659], [3.335, -1.738, 1.389], [2.498, -0.144, -0.244], [0.532, 0.976, -0.808], [-0.608, -0.487, -3.274], [-1.181, -1.581, -2.321], [-0.974, 0.459, -2.967], [0.466, -0.315, -3.162], [-0.870, -0.707, -4.303], [-1.866, -2.224, -2.873], [-1.834, -1.003, -1.664], [-0.416, -2.128, -1.786]],
  "forces_ev_per_angstrom": [[0.07, 0.62, -0.16], [-2.14, -0.65, 0.34], [0.78, -0.37, -0.69], [-0.14, -0.08, 0.16], [0.68, 0.03, 0.26], [-0.24, 0.04, 0.19], [-1.30, 0.13, -0.09], [2.40, 0.58, -0.16], [-0.23, -0.23, 0.65], [0.47, -0.37, -0.42], [-0.22, -0.09, -0.31], [0.15, 0.41, 0.19], [0.02, -0.01, 0.16], [0.19, -0.05, -0.24], [0.01, -0.49, 0.07], [-0.50, 0.51, 0.00], [0.64, -0.99, 0.48], [-0.43, 1.40, -0.68], [-0.86, 0.97, -0.11], [0.09, -0.61, -0.28], [0.19, 0.27, -0.17], [0.32, -0.34, 0.05], [0.18, -0.54, 0.62], [-0.12, -0.15, 0.12]]
}